Record 1
C5H11NS2 | ωB97M-V with the def2-TZVPD basis set

Structure (XYZ):
```
19
Properties=species:S:1:pos:R:3:mulliken_charge:R:1
S 2.45754 -1.58851 -0.08702 -0.249
S 1.94843 1.81985 0.04322 -0.256
N 0.41126 0.15295 1.61034 -0.641
C 0.57975 -1.51098 -0.35804 -0.712
C -2.45034 -0.08305 -0.49260 -0.666
C 0.29200 1.16560 -0.37881 -1.087
C -0.01942 -0.15828 0.29587 1.073
C -1.56700 -0.34095 0.41410 -0.821
H 0.27400 -1.53347 -1.43779 0.369
H 0.22858 1.10583 -1.40623 0.570
H 0.54139 -0.73862 2.20502 0.340
H -2.10849 -0.93590 1.28440 0.186
H -3.54947 -0.15902 -0.05398 0.215
H -2.30918 0.28813 -1.57914 0.232
H 1.46722 0.41351 1.52068 0.277
H 2.86750 -0.40673 -0.82785 0.157
H 0.00992 -2.39256 0.21881 0.384
H 1.43403 2.91411 -0.87747 0.165
H -0.50774 1.98809 -0.09350 0.463
```

**SMILES**: C=CC(N)(CS)CS
**Relative energy (zero: lowest compared OMol25 entry of this formula, charge and spin)**: 80.53 kcal/mol
**Largest force on an atom**: 5.1 eV Å⁻¹
**HOMO energy**: -8.88 eV

***

Record 2
C14H40CrCu5N2O17P3 | ωB97M-V with the def2-TZVPD basis set

Structure (XYZ):
```
82
Properties=species:S:1:pos:R:3:mulliken_charge:R:1
Cu -3.44784 2.64292 -2.01059 0.102
Cu -1.98023 -0.12123 2.07805 0.042
Cu -0.22459 2.68783 -2.15518 -0.195
Cu 0.63806 3.38481 0.61074 0.145
Cu -2.45870 3.23943 0.70453 0.071
Cr -2.87239 -0.38377 -0.82944 0.383
P -4.86798 1.14163 -0.05550 0.677
P -0.86919 5.07682 -0.91944 0.738
P -0.74415 0.97125 -0.23202 2.386
O 2.32230 1.80034 1.26620 -0.357
O -1.78050 1.34683 -1.28371 1.238
O -1.06284 -0.52346 0.14754 -0.657
O -3.81858 0.30641 0.83485 -0.831
O -1.03433 4.95477 0.61518 -0.784
O -1.92425 4.11045 -1.52294 -0.630
O -0.90786 6.43697 -1.54540 -0.906
O 0.67868 1.31906 -0.73541 0.703
O 2.16975 0.42737 -2.81468 -0.561
O -0.96714 1.68883 1.15148 -0.435
O 1.19880 -2.56173 4.14643 -0.269
O -6.31608 0.99998 0.22326 -0.832
O -2.21220 -1.16753 -2.87675 -0.105
O -4.45463 0.63115 -1.46485 -0.623
O 0.54799 4.48869 -1.33760 -0.827
O 0.68936 -2.48039 -0.56716 -0.571
O -4.46151 2.64308 0.08293 -0.900
N -3.61491 -2.66280 -0.86060 -0.413
N -1.25054 -1.02864 4.07581 -0.700
C 1.17954 -1.21374 4.59757 -0.980
C -3.58769 -3.04862 -2.31829 0.315
C 4.48154 2.68785 1.57515 -1.429
C 2.05927 -2.05913 -0.51961 0.653
C 2.17436 -3.32120 4.77172 -0.881
C -1.18895 -0.63966 -3.69740 -1.044
C 2.77624 -2.74464 0.64851 -1.059
C 0.13542 1.01221 4.24729 -1.401
C 3.68964 1.47899 1.17347 0.163
C -2.24887 -2.57649 -2.84850 -0.662
C -4.80467 -2.42687 -2.99762 -1.334
C 2.74046 1.65172 -3.30217 0.342
C 3.63445 1.32790 -4.47443 -1.499
C 0.11954 -0.44478 3.82583 1.613
H 1.07661 1.47967 3.95271 0.252
H 5.54980 2.53405 1.36819 0.402
H 3.99722 2.26165 -4.91381 0.390
H 3.05880 0.87486 -5.29871 0.346
H -1.51394 -0.83758 5.04031 0.279
H 0.00383 1.15043 5.32863 0.438
H 3.91019 1.21999 0.12906 0.110
H -4.79331 -2.73324 -4.04977 0.389
H 0.88957 -1.19886 5.66056 0.384
H -0.67944 1.55744 3.76762 0.307
H 1.70562 0.65033 -1.98476 0.109
H 0.13356 -1.73167 -0.25604 0.204
H -3.60566 -4.14676 -2.42208 0.283
H -1.04124 -1.17271 -4.64587 0.339
H 2.76960 -3.81691 0.43150 0.397
H 1.79195 1.25751 0.63992 -0.132
H 4.21731 3.56502 0.98613 0.301
H 2.27294 -2.53076 1.59050 -0.040
H 4.40856 0.59506 -4.26169 0.304
H -4.66990 -1.34296 -3.00114 0.186
H 0.33588 -0.47511 2.75451 -0.470
H 2.12786 -0.70448 4.37852 0.357
H 3.82478 -2.43408 0.69906 0.388
H 3.96052 0.61541 1.79637 0.221
H -2.11852 -2.97628 -3.87247 0.458
H -1.49272 0.36420 -4.00917 0.180
H 3.42900 1.97932 -2.51015 0.068
H 1.94626 2.36368 -3.48881 0.149
H -4.54302 -2.76964 -0.46297 0.246
H 1.97854 -0.97200 -0.38890 -0.588
H 3.17906 -2.88255 4.77623 0.332
H 4.38126 2.88980 2.64168 0.305
H -1.37801 -3.00439 -2.32821 0.274
H 2.59839 -2.25302 -1.45108 0.319
H 2.29179 -4.26645 4.23256 0.253
H -0.23421 -0.54114 -3.17213 0.351
H 1.85862 -3.59147 5.79045 0.333
H -2.99672 -3.33402 -0.40870 0.235
H -1.02581 -2.02664 4.05881 0.266
H -5.73980 -2.66831 -2.50414 0.387
```

**Relative energy (zero: lowest compared OMol25 entry of this formula, charge and spin)**: 0.00 kcal/mol
**Spin multiplicity**: 5
**Total charge**: -2
**Largest force on an atom**: 3.0 eV Å⁻¹
**HOMO energy (alpha / beta)**: -0.94 / -1.16 eV

***

Record 3
C24H54N3O13 | ωB97M-V with the def2-TZVPD basis set

Structure (XYZ):
```
94
Properties=species:S:1:pos:R:3:mulliken_charge:R:1
O -4.13730 -4.79223 5.83803 -0.695
O 2.33323 1.01318 6.78934 -0.671
O 0.65404 -1.24963 2.65964 -0.685
O 0.58575 -1.50016 -5.05157 -0.264
O 7.18398 4.74741 -2.99967 -0.267
O 1.43921 -6.13276 2.55693 -0.666
O -2.07815 2.29430 -4.47150 -0.283
O -5.90048 -4.25305 -1.34720 -0.366
O -3.61383 0.51844 1.98742 -0.273
O -8.44658 -3.84609 7.29780 -0.754
O -7.33536 -1.89258 9.15371 -0.759
O -3.13091 -2.63448 7.43424 -0.766
O 8.27933 0.78381 0.64244 -0.345
N 0.60213 1.48353 -5.05883 -0.395
N -4.33027 -1.83155 0.61571 -0.253
N 8.02544 3.72210 -0.08552 -0.483
C 7.66782 2.67470 -1.05596 -0.250
C 7.54638 5.62246 -1.96824 -0.545
C -0.94574 3.01640 -3.99249 -0.468
C -3.48267 1.48566 3.04015 -0.779
C -6.51339 -4.42415 -0.11250 -0.668
C 0.06585 -2.64067 -5.78665 -0.757
C 1.69610 -0.79379 -5.60577 -0.636
C 7.29670 1.35703 -0.28540 -0.737
C -6.61877 -2.49319 8.25817 0.361
C -6.40065 -4.33355 6.49289 -0.716
C -5.32335 -2.28906 8.37536 -0.460
C -5.12709 -0.62225 0.43264 -0.554
C 8.48509 4.89377 -0.88076 -0.734
C 1.72136 0.56723 -4.82343 -0.690
C -4.36315 -2.99024 7.49601 0.406
C 6.40290 5.33895 -4.12254 -0.819
C -4.06192 -2.61305 -0.62697 -0.858
C -5.32491 -2.89926 -1.52413 -0.367
C 0.34792 2.27703 -3.92174 -0.660
C -4.92195 -4.17548 6.53129 0.475
C -3.33584 3.02470 -4.63605 -0.835
C 7.73803 -0.42511 1.19048 -0.732
C -4.98833 0.25295 1.69433 -0.832
C -7.18260 -3.54344 7.32813 0.431
H 1.69797 0.62948 7.39386 0.343
H 8.64384 3.32144 0.60524 0.291
H -3.93686 2.45869 -5.34775 0.275
H 7.11052 0.63505 -1.08050 0.400
H -5.62086 -0.04126 2.53186 0.436
H -3.36889 -1.99921 -1.20230 0.419
H -0.25618 -1.07355 2.41046 0.448
H 1.19795 2.90911 -3.66477 0.390
H -0.83597 -2.96062 -5.26469 0.241
H 1.89676 -6.97345 2.56730 0.313
H 0.75018 -3.47482 -5.63178 0.304
H -5.45796 1.17113 1.34150 0.398
H -3.87896 3.09637 -3.69373 0.309
H 5.37592 5.55240 -3.82614 0.322
H 0.81685 -0.80261 3.49347 0.454
H 8.85114 5.65004 -0.18638 0.424
H -0.20856 0.88492 -5.12627 0.261
H 6.70608 -0.45216 1.54042 0.298
H -3.44896 4.07037 -4.92219 0.335
H -4.97403 -2.92756 -2.55573 0.344
H 6.76628 6.25093 -1.53862 0.395
H -4.94701 -1.56279 9.08055 0.401
H 7.93833 -1.16014 0.41092 0.302
H -5.80090 -4.57246 0.69896 0.250
H 0.87749 -2.18251 2.69711 0.500
H -0.05209 -2.53248 -6.86484 0.293
H -3.78740 1.13926 4.02770 0.302
H -7.14948 -5.29455 -0.27342 0.288
H -0.73010 3.90581 -4.58456 0.299
H 6.70709 2.89629 -1.52071 0.169
H -6.77316 -5.14636 5.88710 0.423
H 9.38983 4.57443 -1.39803 0.391
H 1.51994 -0.62213 -6.66766 0.376
H -4.83263 -2.55257 1.11356 0.237
H 6.20569 4.59977 -4.89895 0.275
H 2.71437 1.74508 7.27441 0.316
H -5.99987 -2.04809 -1.61382 0.312
H 6.31466 1.40115 0.18551 0.378
H -6.18688 -0.87222 0.48224 0.276
H 8.48586 2.48003 -1.74951 0.313
H -3.36869 -3.44939 -0.53719 0.342
H -2.48915 1.92815 2.96776 0.257
H 2.54695 -1.43223 -5.36797 0.407
H 8.25679 -0.71942 2.10283 0.272
H 6.82683 6.20329 -4.63371 0.305
H -4.78304 -0.10392 -0.46239 0.444
H -1.32201 3.23336 -2.99277 0.364
H 8.20646 6.36324 -2.41950 0.375
H 0.56123 -6.33336 2.88121 0.343
H 2.63467 1.08074 -5.12391 0.396
H -7.26843 -3.66454 0.09000 0.294
H 1.87814 0.25320 -3.79149 0.373
H 0.33478 1.60721 -3.06194 0.361
H -4.24267 2.21548 2.76112 0.314
```

**Relative energy (zero: lowest compared OMol25 entry of this formula, charge and spin)**: 170.87 kcal/mol
**Total charge**: -1
**Largest force on an atom**: 6.6 eV Å⁻¹
**HOMO energy**: -2.02 eV

***

Record 4
C26H26F30N8O21S10 | ωB97M-V with the def2-TZVPD basis set

Structure (XYZ):
```
121
Properties=species:S:1:pos:R:3:mulliken_charge:R:1
S -4.79728 -9.10794 -0.16287 0.999
S 0.97213 3.07824 1.70298 0.763
S -0.80511 2.11082 3.22657 0.484
S 7.38040 -0.62844 2.12795 1.061
S 9.21559 1.09397 1.55381 0.990
S -0.91847 -0.80827 -5.58162 0.974
S -3.44943 -1.22739 -5.13871 0.860
S -3.56824 -7.19877 0.96841 1.121
S -0.51498 -2.07053 5.76533 0.801
S 1.58004 -0.69639 6.18329 0.947
F 2.52814 1.66178 5.40863 -0.208
F 2.87168 0.06826 3.93870 -0.233
F 11.43695 1.85894 0.40440 -0.220
F -2.40749 0.01823 2.58045 -0.156
F -3.03640 1.97175 1.89529 -0.274
F 1.57909 2.29139 -0.78179 -0.213
F 0.71887 -1.52402 -3.59930 -0.182
F 4.09822 0.17609 5.69345 -0.229
F 2.77601 1.40430 0.76642 -0.154
F -3.84012 -11.55931 -0.25712 -0.245
F -1.79362 -5.79564 -0.41915 -0.240
F 1.73296 -0.62959 -5.36638 -0.208
F 4.83963 -0.66313 1.18065 -0.144
F 5.44524 -2.48560 2.18223 -0.228
F 0.63824 0.59427 -3.94595 -0.225
F 6.18621 -2.08780 0.18174 -0.249
F -3.21988 1.42624 3.98464 -0.200
F -2.10426 -5.13032 1.62934 -0.177
F 9.87486 1.43677 -0.99606 -0.250
F -4.47567 1.07073 -4.13037 -0.214
F -0.93270 -6.91200 1.25051 -0.252
F -5.62314 -11.36263 0.86679 -0.244
F -5.90541 -0.28373 -5.00353 -0.231
F -1.97017 -4.13698 5.11362 -0.209
F 10.92245 -0.20024 -0.08372 -0.211
F -3.70627 -10.70168 1.72046 -0.216
F 0.14172 -4.43680 4.78886 -0.246
F -0.97850 -3.25751 3.40054 -0.209
F 3.19370 3.43114 0.23317 -0.215
F -5.06557 -0.84063 -3.11959 -0.221
O 0.43701 4.34752 1.24636 -0.646
O -4.92081 -9.44695 -1.56260 -0.686
O -1.22178 3.47141 3.49543 -0.710
O 0.69474 0.32655 6.69927 -0.608
O -3.64566 -2.56184 -4.66444 -0.599
O -0.77655 -2.43745 0.38900 0.052
O -3.68577 -7.63767 2.33691 -0.681
O -4.58347 -6.22919 0.55695 -0.686
O -0.90936 0.23251 -6.57223 -0.685
O -5.99238 -8.59793 0.44752 -0.576
O -3.73790 -0.98769 -6.52917 -0.637
O -0.46592 -2.49855 7.14651 -0.623
O 2.36432 -1.38226 7.20125 -0.680
O 8.97783 2.50295 1.80726 -0.640
O -0.13227 1.44438 4.31005 -0.040
O 6.83266 0.05888 3.28372 -0.595
O -0.82889 -2.13770 -6.12350 -0.657
O 1.80669 3.11861 2.86655 -0.486
O 9.91762 0.43549 2.63251 -0.605
O -1.55712 -1.15420 5.36647 -0.564
O 8.23693 -1.75810 2.47193 -0.661
N 0.52416 -0.94659 2.34986 2.586
N -0.05768 1.87890 1.67399 -0.673
N -3.31738 -8.30599 -0.05124 -0.421
N -2.33651 9.08605 -3.97093 0.046
N -1.99713 -0.58303 -4.48013 -0.127
N 7.83127 0.26674 0.92915 -0.420
N -1.55236 2.43658 -1.94364 0.496
N 0.98182 -1.65458 5.11261 -0.365
C -3.11530 6.84640 -4.00030 -0.653
C -1.46723 4.76656 -1.52066 -0.843
C -1.66278 -2.62792 -0.69156 -0.794
C -2.07549 3.96748 -3.68323 -1.211
C -0.86081 -3.55706 4.69641 0.613
C -3.25782 8.17550 -4.34411 -0.350
C -1.97879 6.44170 -3.28896 0.491
C -2.48016 1.29143 2.91948 0.591
C -1.84978 5.04207 -2.81105 1.133
C -4.79575 -0.21442 -4.26610 0.634
C 2.14520 -2.81225 1.83420 -1.834
C 2.87729 0.40099 5.24653 0.536
C -0.98426 7.39301 -3.02701 -0.839
C 10.45907 1.00060 0.12775 0.630
C 5.86189 -1.51621 1.34043 0.547
C -1.51289 1.04649 -1.48023 0.212
C -1.22198 8.71355 -3.32738 -0.028
C 0.68599 -0.61802 -4.57966 0.593
C -4.44469 -10.78420 0.64166 0.681
C -1.34369 3.45296 -1.09993 -0.429
C 0.48716 -1.94614 0.04891 -0.432
C -2.00059 2.66649 -3.19955 -0.159
C -2.56364 10.49756 -4.32001 -0.934
C 2.24004 2.54564 0.37312 0.490
C 1.32568 -1.64634 1.28303 1.183
C -1.96689 -6.18342 0.83729 0.634
H -0.48589 9.47825 -3.12643 0.384
H 2.67411 -3.34988 1.05282 0.578
H 2.04098 -0.87144 1.00389 -0.280
H -2.63436 10.61931 -5.39880 0.354
H 0.42479 -0.96936 -0.46022 -0.126
H 1.49086 -3.46515 2.41580 0.127
H -1.80021 11.18993 -3.97925 0.316
H -3.51265 10.75370 -3.85052 0.371
H 1.05900 -2.55847 -0.65272 0.607
H -2.52085 0.73586 -1.21192 0.451
H -2.43403 4.10059 -4.69394 0.608
H -2.17215 -1.70107 -0.97302 -0.078
H -1.12557 0.50410 -2.34050 -0.105
H -0.41775 -1.35487 2.32682 0.472
H -2.41764 -3.36802 -0.43403 0.240
H -0.84907 0.95008 -0.62440 -0.528
H -1.24550 3.22275 -0.04426 0.430
H 0.96975 -1.19418 3.24715 -0.603
H -2.07040 1.77335 -3.81725 0.541
H -1.24071 5.49143 -0.74818 0.761
H 0.34916 0.06885 2.23282 -0.889
H -4.19640 8.62747 -4.63536 0.390
H -0.13077 7.05816 -2.45280 0.593
H 2.89612 -2.43641 2.53060 0.318
H -1.14560 -3.00051 -1.57984 0.463
H -3.91058 6.11864 -4.08299 0.541
```

**Total charge**: -2
**Largest force on an atom**: 5.1 eV Å⁻¹
**HOMO energy**: -4.90 eV